Record 1
The following is a DFT calculation (ωB97M-V with the def2-TZVPD basis set) of 9 unconnected molecules or ions with the total composition C36H54O27 at a distorted geometry.

As for the SMILES: C[C@H]1COC(=O)O1.C[C@H]1COC(=O)O1.C[C@H]1COC(=O)O1.C[C@H]1COC(=O)O1.C[C@H]1COC(=O)O1.C[C@H]1COC(=O)O1.C[C@H]1COC(=O)O1.C[C@H]1COC(=O)O1.C[C@H]1COC(=O)O1. The energy relative to the best compared isomer or geometry (same formula, charge and spin) comes out at 112.79 kcal per mole. The frontier orbital gap is 10.388 eV.

Cartesian coordinates (Å):
H 0.21 -26.97 9.01
H 5.95 -20.61 17.28
O -10.40 -24.15 24.23
C -9.81 -21.24 10.12
H -3.99 -34.39 11.61
C -10.97 -13.08 16.56
C -9.74 -12.22 16.77
H -9.48 -19.40 9.05
O 3.83 -25.23 9.77
H -8.41 -16.63 23.08
C -7.35 -20.70 7.90
O -1.83 -26.66 20.44
C -10.87 -25.26 23.85
C -7.69 -20.02 9.98
C -5.00 -32.52 12.06
C -10.94 -27.32 23.09
C 0.67 -26.64 9.94
C -0.60 -24.55 9.43
H -5.80 -32.95 12.67
H -5.71 -22.63 18.96
H -11.54 -12.88 15.65
H 4.78 -19.49 18.05
H -1.53 -25.09 9.61
H -6.73 -16.19 22.82
H -8.04 -14.97 22.86
H -12.64 -26.72 21.90
H -5.09 -29.14 18.33
H -3.93 -21.90 17.37
C -6.88 -17.03 25.58
C 5.24 -20.48 18.10
C -4.46 -33.54 11.12
O -5.83 -23.86 16.61
H -6.71 -21.18 18.41
C -3.72 -29.48 20.07
C -5.33 -15.32 25.64
O -4.59 -33.72 8.81
H -2.50 -30.25 18.52
O -6.83 -20.95 6.81
O 3.12 -22.81 16.48
C 4.02 -21.47 18.11
C -2.35 -29.92 19.55
H 2.09 -21.08 17.25
H -3.82 -29.94 21.06
C -9.25 -14.27 15.91
O -5.56 -16.65 25.86
H -8.86 -10.27 16.18
O 2.05 -26.71 9.85
C -4.85 -24.08 15.75
H -10.17 -10.88 15.10
H -5.69 -35.01 9.99
C -6.49 -22.24 18.31
O 4.62 -22.74 18.02
H -11.33 -28.49 24.82
H -11.47 -29.38 23.51
H -0.62 -23.47 9.56
H -6.83 -22.26 16.17
O -1.54 -28.75 19.63
H -8.45 -15.58 25.26
O -8.87 -12.98 15.96
O -10.39 -14.38 16.61
H -1.89 -30.73 20.11
H -6.96 -17.88 24.90
H -9.30 -12.23 17.77
C 0.48 -25.18 10.29
O -4.11 -22.96 15.62
H 3.35 -20.85 16.05
O -6.41 -14.82 24.98
O -8.62 -21.00 8.16
O -3.52 -28.13 20.34
C -3.55 -32.90 9.12
O -8.64 -15.18 15.48
O -4.60 -25.16 15.18
C -4.97 -29.77 19.22
H -10.56 -27.67 22.13
C -9.81 -10.80 16.12
H -4.91 -30.79 18.84
H -6.23 -33.34 10.02
H 5.81 -20.57 19.03
H 0.23 -25.06 11.34
C -2.26 -27.75 20.07
H -7.54 -17.28 26.42
H -9.84 -29.07 23.98
O -2.78 -32.38 8.30
H -0.45 -24.71 8.37
H -7.59 -19.01 10.39
H -13.15 -27.20 23.51
C -5.34 -33.97 9.99
O -3.43 -32.75 10.43
C -7.45 -15.77 24.89
O 4.19 -24.67 16.97
C -6.03 -22.52 16.86
C -12.35 -26.74 22.94
O -4.33 -14.74 25.96
C -10.81 -28.59 23.87
O -10.16 -26.35 23.68
O 1.71 -24.55 10.03
C 2.66 -25.49 9.81
H -7.39 -22.79 18.62
H -11.70 -12.94 17.35
C -7.65 -15.89 23.32
H -10.25 -20.73 10.99
H -4.21 -32.16 12.73
H -10.51 -10.21 16.71
H -5.92 -29.70 19.75
H -7.38 -20.77 10.70
H -10.63 -21.63 9.52
H -9.20 -22.11 10.38
C 4.07 -23.47 17.13
H 3.42 -21.52 19.03
C 3.06 -21.45 16.91
C -4.61 -21.97 16.52
C -8.98 -20.33 9.32
H -5.51 -31.70 11.56
O -12.12 -25.44 23.42
H 0.27 -27.21 10.78
H -4.64 -20.97 16.08
O -6.79 -20.06 8.94

---

Record 2
The following is a DFT calculation (ωB97M-V with the def2-TZVPD basis set) of 10 unconnected molecules or ions with the total composition C36H55Cl36NO2P.

The multiplicity is 2. The frontier orbital gap (spin up / spin down) is 8.330 / 9.621 eV.

Cartesian coordinates (Å):
Cl 4.41 2.93 -12.69
H -0.41 3.02 -0.86
Cl -9.65 3.90 4.00
C -11.11 3.98 4.99
Cl -4.59 -6.23 3.90
H -4.23 0.81 0.60
C 12.71 0.44 -0.84
C -2.68 2.85 0.89
Cl 3.15 4.31 -8.69
Cl -9.83 -0.73 7.60
O -6.26 -2.97 -1.39
C -10.40 0.06 9.07
H 5.60 3.21 -1.12
Cl 0.32 -3.12 5.26
Cl 5.25 2.87 -7.36
H -5.89 0.07 -1.18
H 8.79 0.67 -2.71
Cl -10.32 -1.05 10.42
H -1.51 4.54 1.55
Cl -1.83 -10.11 8.88
H -6.19 -0.60 -2.77
H -1.39 1.24 1.56
C 0.21 -4.32 3.98
Cl 1.48 -6.43 0.82
H 9.69 2.13 -3.08
Cl -10.89 2.95 6.41
Cl 3.11 -8.49 -0.40
H 11.86 -1.33 0.10
Cl 4.67 5.31 -14.31
Cl -3.47 -8.00 7.82
C 4.64 3.59 -3.04
H 2.69 5.35 -0.23
C -4.19 -2.30 -3.03
H -6.13 -4.64 0.56
Cl -3.51 -10.61 6.59
Cl 2.37 4.96 -12.60
H 11.48 -0.08 -2.52
Cl -6.98 -5.44 5.32
C 10.29 1.17 -1.25
C -1.66 3.97 0.62
C -3.30 0.41 1.03
Cl 4.54 5.52 -6.48
H 6.66 1.92 -3.18
C -5.65 -3.85 1.13
H -4.34 -3.37 -2.88
Cl -6.64 3.05 5.34
H -2.35 -1.55 -1.54
Cl -5.49 0.71 4.02
C -4.50 -1.51 -1.75
C -3.07 -1.00 0.45
Cl -9.38 1.47 9.39
H 0.21 2.88 0.79
N -5.31 -2.36 -0.81
C -4.62 -3.10 0.28
Cl 2.75 3.31 -6.02
H 8.50 3.30 -1.17
H -2.08 4.68 -0.10
C -2.50 -9.41 7.41
Cl -12.07 0.59 8.83
C 3.50 4.52 -2.60
Cl 0.61 -9.18 0.87
H 13.69 0.72 -1.24
H -4.77 -1.50 1.68
H -3.12 -4.63 0.53
H 4.99 3.90 -4.03
Cl -1.19 -8.91 6.34
C -0.29 3.56 0.09
C 7.03 2.83 -2.68
H 0.23 5.31 -1.05
Cl 0.61 -7.72 -1.61
H 3.06 4.97 -3.49
Cl 4.95 5.47 -11.44
H -3.39 -2.56 1.94
Cl -1.45 -4.45 3.41
Cl -12.51 3.43 4.06
H -5.11 -4.30 1.96
H -4.81 0.49 -2.54
C -6.20 -6.75 4.42
H -3.06 0.04 -1.40
H 10.44 1.99 -0.54
H -2.89 -3.69 -0.95
C -5.40 -0.31 -2.08
C -3.65 -4.13 -0.30
C 0.60 4.78 -0.16
H 1.47 3.84 -2.35
Cl -3.84 2.97 4.64
C -2.17 1.41 0.80
Cl -11.38 5.65 5.51
C 8.09 2.40 -1.66
H 3.93 5.35 -2.01
P -1.38 -1.50 0.85
C 4.10 4.67 -12.76
Cl -7.17 -7.14 3.00
H -0.55 -0.84 -0.07
H 4.26 2.56 -3.16
C 5.86 3.61 -2.11
C 1.46 -7.95 -0.08
H -1.71 1.25 -0.19
C -3.19 -1.00 -1.08
H -4.83 -1.99 -3.86
Cl 0.74 -5.89 4.59
H 11.97 1.62 -2.50
H 13.62 -1.27 0.16
H 7.52 3.44 -3.45
H 2.38 3.75 0.40
H 7.60 1.81 -0.88
Cl -5.84 3.18 2.58
H -3.15 -2.15 -3.34
H 0.50 5.46 0.69
H 6.15 4.66 -1.98
H -3.05 2.97 1.91
H 12.53 1.03 0.07
C -3.97 -2.04 1.17
C 3.92 4.00 -7.14
H -1.35 -2.82 0.36
H -3.55 2.97 0.23
H -4.21 -4.87 -0.87
C -5.46 2.47 4.16
C 11.63 0.79 -1.87
Cl 1.25 -3.80 2.63
O -0.94 -1.38 2.26
H -6.40 -3.17 1.54
H 9.92 0.30 -0.68
H 2.68 2.79 -1.63
Cl -6.05 -8.15 5.47
C 2.08 4.45 -0.38
H -3.49 0.33 2.11
C 12.75 -1.04 -0.46
H 12.81 -1.66 -1.36
C 9.22 1.58 -2.26
C 2.40 3.84 -1.76